The following is a DFT calculation (ωB97M-V with the def2-TZVPD basis set) of one molecule with the formula C3H5N3OS in a non-equilibrium geometry.

XYZ file:
```
13
Properties=species:S:1:pos:R:3:forces:R:3
C -0.5104 0.9303 0.0816 0.1807 1.0609 0.8774
C -1.3166 -1.3209 0.0884 -2.5467 -0.9575 0.2470
C 1.0363 -0.9603 -0.1136 -0.1939 -0.4162 0.5377
H -1.9062 0.8000 -1.3171 -0.4309 -0.0566 -0.3090
H -1.4742 2.3642 -0.8494 -0.3622 0.2736 -0.2231
H -0.2149 2.5215 1.0526 -0.1310 0.5610 -0.0056
H -1.0104 -2.3800 -0.0492 0.0046 0.3833 0.1381
H 1.0312 -2.0699 -0.1229 -0.1252 0.6946 -0.1242
N -1.1830 1.4189 -1.0064 0.3729 0.0199 0.0839
N -0.0379 1.5331 1.0816 0.1372 -0.3290 0.0034
N -0.2707 -0.4527 0.0233 1.0698 -1.1053 -0.5261
O -2.5050 -1.0327 0.2645 2.3461 -0.0281 -0.4535
S 2.4249 -0.1477 -0.1162 -0.3213 -0.1005 -0.2458
```
Positions in Å, forces in eV/Å.

Values from the calculation:
**Structure (SMILES)**: [H]/N=C(\N)N(C=O)C=S
**Relative energy (zero: lowest compared OMol25 entry of this formula, charge and spin)**: 24.98 kcal per mole
**E_LUMO**: -0.26 eV
**Multiplicity**: 1
**Frontier orbital gap**: 8.75 eV
**Maximum force**: 2.73 eV Å⁻¹
**E_HOMO**: -9.0065 eV
**Calculated total energy**: -754.99925 Eh